The following is a quantum chemistry calculation of a 6-piece molecular cluster, C34H51ClFN2O16 overall in a non-equilibrium geometry, from the OMol25 dataset.

XYZ file:
```
105
Properties=species:S:1:pos:R:3:forces:R:3:lowdin_charge:R:1
C 1.5757 -3.7508 4.3252 -0.3 0.1 -0.7 -0.12
C 0.9418 -2.6353 3.3153 1.2 -0.2 0.1 -0.26
C 0.8469 -3.1971 1.8127 0.8 -0.1 0.5 -0.22
C 0.2087 -2.1692 0.7552 0.7 -0.3 0.6 -0.16
C -1.2363 -2.5840 0.1826 -0.6 1.0 0.2 -0.14
C -2.1603 -3.3809 1.2013 -2.2 -1.2 2.6 0.04
C -2.9989 -2.6610 2.3296 0.4 -3.4 -0.6 -0.02
C -3.0095 -1.0497 2.4942 -2.1 -1.0 0.6 -0.08
C -4.2029 -0.5366 1.5154 1.4 0.5 -5.1 -0.67
O -4.0068 -0.4251 0.2753 -0.7 -0.6 5.6 -0.01
Cl -5.8839 -0.1286 2.1047 1.8 -0.6 0.1 0.62
C -3.8259 -3.6044 3.2824 3.2 0.7 -3.8 0.11
N -3.7518 -5.0123 3.0412 -0.9 3.2 1.2 0.03
N -3.1150 -5.6980 2.1048 1.9 3.1 -2.0 0.16
C -2.3338 -4.9607 1.1902 0.1 1.6 1.1 -0.04
C -1.5557 -5.7829 0.0414 -1.2 -0.9 -0.4 -0.24
F -0.1999 -6.1040 0.3833 -2.0 1.0 -0.2 -0.03
C -2.2795 -7.1554 -0.3695 -0.1 -0.1 -0.8 -0.19
C -3.8549 -7.0192 -0.6659 -0.4 -0.5 -0.1 -0.12
H 2.2362 -4.4718 3.7119 -1.1 1.1 1.0 0.08
H 0.7228 -4.3476 4.8096 1.4 0.8 -0.6 0.07
H 2.2600 -3.2729 5.1156 -1.3 -0.7 -1.1 0.08
H 1.6983 -1.7734 3.3087 -1.3 -1.0 -0.1 0.11
H -0.0535 -2.2333 3.7149 1.3 -0.6 -0.6 0.09
H 1.9376 -3.3977 1.4791 -1.8 0.2 0.6 0.13
H 0.3443 -4.2212 1.8628 0.5 1.4 -0.4 0.09
H 0.9557 -2.0944 -0.1243 -1.6 0.1 1.3 0.13
H 0.1635 -1.1385 1.2643 0.0 -1.5 -0.9 0.12
H -1.7911 -1.5928 -0.0464 0.7 -1.7 0.3 0.12
H -1.0767 -3.0888 -0.8257 -0.5 0.3 1.6 0.10
H -2.0016 -0.5806 2.2376 -1.6 -0.7 0.2 0.13
H -3.3735 -0.7793 3.5584 1.0 -0.5 -1.6 0.13
H -4.4098 -3.0993 4.1159 0.7 -1.5 -1.1 0.15
H -4.2960 -5.5876 3.7248 0.8 0.3 -0.6 0.15
H -1.5769 -5.1151 -0.8967 0.4 -0.9 1.6 0.14
H -2.1191 -8.0059 0.3724 0.0 1.5 -0.8 0.12
H -1.7833 -7.4861 -1.3614 -0.6 0.6 1.8 0.13
H -4.4378 -7.7465 0.0196 0.9 1.3 -1.1 0.09
H -4.2916 -5.9782 -0.4942 0.7 -1.3 -0.2 0.07
H -4.0863 -7.3212 -1.7574 0.4 0.6 1.8 0.09
C -1.8900 -1.1283 -5.9573 0.2 0.4 -0.3 -0.02
C -0.8762 -1.3809 -4.8618 -0.7 -0.2 -1.0 -0.34
C -1.4802 -1.9102 -3.5937 -0.3 -0.6 0.2 -0.11
O -0.5818 -1.4296 -2.5990 0.2 0.4 -0.1 0.02
C -0.0097 -0.2970 -3.1042 0.7 0.9 0.3 -0.52
O 0.6469 0.4694 -2.4615 -0.6 -0.6 -0.4 0.16
O -0.2829 -0.1583 -4.4297 0.2 -0.1 0.9 0.09
H -1.3828 -0.8281 -6.8776 -0.1 -0.1 0.1 0.09
H -2.4825 -2.0222 -6.1650 0.1 0.0 0.1 0.09
H -2.5622 -0.3083 -5.6902 0.0 -0.2 0.1 0.10
H -0.0780 -2.0355 -5.2284 0.0 0.0 0.1 0.16
H -1.5228 -3.0014 -3.5788 0.1 0.1 0.1 0.14
H -2.4784 -1.5126 -3.3845 0.0 0.1 -0.2 0.14
C -7.0491 -4.2734 8.8100 0.3 0.1 0.3 -0.01
C -6.3956 -4.1832 7.4477 -0.8 0.2 0.9 -0.34
C -7.0378 -5.0603 6.4136 -0.9 0.1 -0.2 -0.09
O -5.9516 -5.3464 5.5358 0.9 0.0 0.0 0.04
C -4.8122 -5.2520 6.2808 0.6 -0.1 0.6 -0.54
O -3.7308 -5.6193 5.9082 -0.8 0.3 -0.2 0.14
O -5.0610 -4.6891 7.4907 0.4 -0.5 -1.1 0.10
H -6.5951 -3.5520 9.4938 -0.1 0.0 -0.1 0.09
H -8.1203 -4.0677 8.7518 0.1 0.0 -0.1 0.10
H -6.8987 -5.2611 9.2540 -0.1 0.0 -0.2 0.10
H -6.3530 -3.1394 7.1168 0.0 -0.1 -0.1 0.16
H -7.8415 -4.5512 5.8788 0.2 -0.1 -0.1 0.15
H -7.4200 -6.0034 6.8150 0.1 0.1 0.1 0.15
C 2.2082 2.7979 -4.4517 0.3 0.0 -0.3 -0.01
C 1.5736 4.1453 -4.1866 0.5 -1.0 0.3 -0.34
C 0.1827 4.0530 -3.6327 -0.3 -0.2 0.6 -0.10
O -0.4162 5.2566 -4.1011 0.2 0.2 -0.5 0.06
C 0.2437 5.6034 -5.2452 -0.2 0.7 -0.7 -0.54
O -0.1235 6.4534 -6.0044 0.3 -0.6 0.6 0.15
O 1.3718 4.8581 -5.4062 -0.7 0.6 0.0 0.09
H 3.2453 2.9264 -4.7705 -0.1 0.0 0.1 0.08
H 2.1964 2.1699 -3.5586 0.0 0.1 0.0 0.08
H 1.6953 2.2740 -5.2637 -0.2 0.1 0.2 0.09
H 2.2193 4.7476 -3.5449 -0.3 -0.1 -0.1 0.14
H 0.1727 4.0174 -2.5417 -0.1 0.1 -0.1 0.14
H -0.3884 3.2037 -4.0214 0.1 0.0 0.0 0.14
C 7.7520 5.5817 -3.7655 0.3 -0.3 0.4 -0.01
C 6.4972 4.7400 -3.8705 1.0 0.7 -0.4 -0.33
C 5.2323 5.5457 -3.8922 -0.2 0.6 -0.6 -0.09
O 4.2855 4.6500 -3.3152 0.6 -0.4 0.6 0.00
C 4.9887 3.8101 -2.5010 -0.1 -0.6 0.6 -0.53
O 4.4870 3.0594 -1.7126 0.2 0.6 -0.6 0.15
O 6.3275 3.9362 -2.7035 -1.0 -0.2 0.2 0.10
H 8.6379 4.9456 -3.8425 -0.1 0.1 -0.1 0.09
H 7.7951 6.3321 -4.5584 -0.1 -0.1 0.0 0.10
H 7.8144 6.0851 -2.7936 -0.2 -0.1 -0.4 0.06
H 6.5605 4.0722 -4.7371 -0.1 0.0 0.1 0.16
H 4.9335 5.8209 -4.9059 -0.1 -0.2 0.1 0.15
H 5.2778 6.4477 -3.2786 0.2 -0.2 -0.1 0.12
C 4.6923 8.8739 1.6668 0.3 0.1 0.4 -0.02
C 5.3435 8.9834 0.3046 -0.7 0.2 0.9 -0.34
C 4.6951 8.1261 -0.7422 -0.7 0.1 -0.3 -0.10
O 5.7754 7.8493 -1.6268 0.6 0.0 0.3 0.04
C 6.9186 7.9258 -0.8850 1.1 -0.2 -0.1 -0.52
O 7.9954 7.5616 -1.2627 -0.9 0.4 0.4 0.15
O 6.6738 8.4716 0.3371 0.2 -0.3 -0.8 0.10
H 5.1511 9.5821 2.3615 -0.1 0.0 -0.1 0.09
H 3.6218 9.0853 1.6142 0.1 0.0 -0.1 0.09
H 4.8392 7.8782 2.0944 -0.1 0.0 -0.2 0.09
H 5.3901 10.0319 -0.0094 0.0 -0.1 -0.1 0.16
H 3.8924 8.6480 -1.2667 0.2 -0.1 -0.1 0.15
H 4.3090 7.1780 -0.3545 0.1 0.1 0.1 0.14
```
Forces are in eV/Å.

LUMO level: -0.1710 hartree
Total charge: +1

The following is a quantum chemistry calculation of one molecule with the formula C8H16N2O4 in a non-equilibrium geometry, from the OMol25 dataset.

XYZ file:
```
30
Properties=species:S:1:pos:R:3:forces:R:3:lowdin_charge:R:1
C 2.4339 1.3354 -1.3786 -0.2 -1.3 -1.5 -0.07
C 1.3369 1.9123 -0.6147 -2.0 -0.7 1.8 -0.39
C 0.4148 2.7883 -1.3901 0.0 1.2 -1.0 -0.10
C 0.3311 0.7723 -0.1128 0.7 3.2 1.8 -0.28
N -0.9189 1.4680 0.2808 -1.3 -0.8 2.3 0.02
C 0.9697 -0.2515 0.7641 2.8 -1.6 1.8 -0.36
O 2.1458 -0.2302 1.1770 -1.8 0.9 -0.7 0.05
N 0.2891 -1.4110 1.0450 -1.7 1.7 -1.9 0.11
C -1.0505 -1.6374 0.6547 -1.7 -0.6 -1.2 -0.21
C -1.2656 -2.9675 -0.2731 -0.5 0.8 0.1 -0.15
O -0.5210 -2.6648 -1.4635 0.6 -1.1 1.1 -0.08
C -2.0621 -1.5380 1.7872 1.2 -0.6 1.7 -0.46
O -2.9869 -2.2560 2.0496 -0.1 0.2 -0.6 0.13
O -1.6296 -0.5691 2.6530 -0.2 -0.2 -0.4 0.09
H 1.9750 0.6356 -2.0911 0.5 -0.1 -0.1 0.11
H 2.9925 2.0280 -1.9354 0.4 1.4 -1.0 0.07
H 3.1739 0.8576 -0.8069 0.6 -1.0 1.0 0.06
H 1.7273 2.4475 0.2346 0.1 0.3 0.6 0.14
H -0.0787 2.2802 -2.2523 -0.1 0.2 1.0 0.11
H -0.2279 3.3344 -0.7104 -0.7 -0.4 -0.4 0.07
H 0.9321 3.6086 -1.8250 1.1 0.6 -0.7 0.07
H 0.1778 0.3289 -1.0083 -1.0 -1.9 -2.9 0.10
H -0.7026 2.2405 0.9821 -0.6 -1.7 -1.0 0.12
H -1.7583 0.8554 0.6259 2.5 1.8 -0.5 0.11
H 0.6928 -2.0460 1.6335 1.6 -1.6 1.8 0.13
H -1.2965 -0.6841 0.1006 -0.1 -1.9 -0.4 0.13
H -1.0651 -4.0625 0.1271 0.1 2.5 -0.2 0.16
H -2.3313 -2.9916 -0.5578 0.4 0.1 0.1 0.11
H 0.3902 -2.8803 -1.1822 -0.4 0.4 -0.7 0.09
H -2.0878 -0.7029 3.4868 -0.4 0.1 0.2 0.12
```
Forces are in eV/Å.

LUMO level: 0.0169 hartree
SMILES: CC(C)[C@H](N)C(=O)N[C@@H](CO)C(=O)O

The following is a quantum chemistry calculation of one molecule with the formula C4H10N2 in a non-equilibrium geometry, from the OMol25 dataset.

XYZ file:
```
16
Properties=species:S:1:pos:R:3:forces:R:3:lowdin_charge:R:1
C 1.5420 -1.2079 0.3366 -0.8 0.6 -0.3 0.06
C 0.4099 -0.5765 0.6477 -0.2 0.2 -0.4 -0.44
N -0.7497 -1.2429 1.1234 0.1 -0.1 1.4 0.06
C 0.2461 0.9203 0.4975 0.6 -0.1 -0.2 -0.18
C -0.7571 1.2986 -0.6166 0.3 -0.9 0.5 -0.28
N -0.6111 0.5869 -1.8927 0.1 0.1 0.4 0.00
H 1.5836 -2.2848 0.3146 0.3 -0.1 0.2 0.06
H 2.3363 -0.5815 -0.0436 0.4 -0.3 0.1 0.06
H -0.7279 -1.5267 2.0931 0.0 0.0 -0.3 0.08
H -1.5097 -1.6290 0.6109 0.0 0.0 -0.6 0.07
H -0.1311 1.3463 1.4294 0.0 0.0 0.1 0.11
H 1.2246 1.3758 0.3008 -0.1 -0.1 0.0 0.10
H -1.7158 0.9981 -0.1904 -0.3 0.6 -0.3 0.10
H -0.6549 2.3674 -0.7700 -0.5 0.2 -0.1 0.10
H -0.8606 -0.3818 -1.7263 -0.1 -0.1 -0.1 0.05
H 0.3755 0.5377 -2.1145 0.2 0.1 -0.2 0.06
```
Forces are in eV/Å.

LUMO level: 0.0380 hartree
SMILES: C=C(N)CCN

The following is a quantum chemistry calculation of one molecule with the formula C3H6N2O3 in a non-equilibrium geometry, from the OMol25 dataset.

XYZ file:
```
14
Properties=species:S:1:pos:R:3:forces:R:3:lowdin_charge:R:1
H 1.7607 2.2478 -0.0885 -0.8 -1.2 -0.2 0.11
N 0.9911 1.5827 0.1394 1.5 1.8 0.8 0.10
C 1.1518 0.3293 0.0981 1.7 -1.2 -0.9 -0.38
N 2.1322 -0.4214 -0.5399 -4.2 -4.0 4.2 0.17
C -0.0387 -0.4936 0.6777 1.0 2.3 -0.9 -0.26
O 0.0166 -1.8312 0.3956 -0.5 -0.2 0.5 -0.01
C -1.1942 0.1764 -0.1069 -2.6 -2.6 -0.7 -0.45
O -1.8747 -0.6692 -0.7189 0.5 2.5 0.8 0.07
O -1.4346 1.4684 0.0455 -0.3 -1.7 -0.1 0.11
H 2.9112 -0.2556 -1.0619 2.1 1.5 -1.4 0.06
H 2.0322 -1.4539 -0.1874 0.4 2.6 -1.4 0.15
H -0.2676 -0.2680 1.7212 0.6 0.1 0.2 0.17
H -0.9386 -1.9615 0.2108 0.3 -0.8 -0.7 0.10
H -0.5324 1.7455 0.4187 0.1 1.0 -0.4 0.06
```
Forces are in eV/Å.

LUMO level: 0.0241 hartree
SMILES: [H]/N=C(\N)[C@H](O)C(=O)O

The following is a quantum chemistry calculation of one molecule with the formula C21H36N2O2, from the OMol25 dataset.

XYZ file:
```
61
Properties=species:S:1:pos:R:3:forces:R:3:lowdin_charge:R:1
C 3.1204 2.3076 -2.4490 -0.2 -0.1 0.2 -0.07
C 2.1898 1.4283 -1.6073 0.0 0.0 -0.1 -0.25
N 2.4236 1.4198 -0.1699 0.2 0.2 0.0 -0.22
C 2.1235 2.6813 0.4913 -0.2 0.0 0.0 -0.24
C 0.6221 2.9415 0.5746 0.3 0.0 0.0 -0.08
C 3.7381 0.8969 0.1835 0.0 0.0 0.3 -0.18
C 3.8031 0.2463 1.5817 0.3 0.1 -0.2 -0.20
N 3.4150 -1.1445 1.6847 0.2 -0.1 -0.1 -0.06
C 2.0167 -1.4395 1.8529 -0.1 -0.1 -0.3 -0.17
C 1.1231 -1.2107 0.6157 -0.2 -0.3 0.2 -0.16
C 1.5361 -2.0860 -0.5507 0.3 0.3 0.4 -0.44
O 2.6548 -2.3010 -0.9340 0.1 -0.1 -0.2 0.12
O 0.4605 -2.6309 -1.1389 0.1 -0.4 -0.4 0.08
C -0.7413 -2.1048 -0.5755 -0.5 0.4 0.2 -0.23
C -1.2295 -0.9559 -1.4501 -0.1 -0.2 0.3 -0.06
C -2.3887 -0.1273 -0.8678 0.1 -0.3 -0.3 -0.42
C -2.3766 1.1825 -1.6718 -0.1 -0.1 0.1 -0.02
C -3.7353 -0.8521 -1.0514 0.0 0.2 0.0 -0.13
C -4.8861 -0.1113 -0.3723 0.0 -0.2 0.1 -0.18
C -4.6077 0.1180 1.1102 0.0 0.1 0.0 -0.15
C -3.2795 0.8531 1.3612 -0.1 0.0 0.2 -0.31
C -3.3827 2.3557 1.0881 0.0 -0.2 0.1 -0.05
C -2.2071 0.0905 0.6170 0.0 0.1 0.2 -0.15
C -1.2727 -0.5422 1.3204 0.2 -0.1 0.1 0.02
C -0.3481 -1.5989 0.8149 0.1 -0.1 -0.2 -0.19
H 2.8516 2.2122 -3.4978 0.0 0.0 -0.1 0.07
H 3.0339 3.3551 -2.1696 0.0 0.1 0.0 0.06
H 4.1557 1.9985 -2.3304 0.1 0.0 0.0 0.07
H 2.2804 0.3934 -1.9527 -0.1 0.0 0.0 0.11
H 1.1569 1.7461 -1.7724 0.0 -0.1 -0.1 0.10
H 2.6212 3.5343 0.0030 0.1 0.0 0.1 0.11
H 2.5171 2.6186 1.5076 0.0 0.1 -0.1 0.11
H 0.1105 2.0574 0.9498 -0.1 -0.1 0.0 0.06
H 0.4324 3.7713 1.2514 -0.1 0.1 0.0 0.07
H 0.2095 3.2010 -0.3974 -0.1 0.0 -0.1 0.06
H 4.0013 0.1297 -0.5485 0.1 0.0 0.0 0.12
H 4.5027 1.6893 0.1365 0.0 -0.1 0.0 0.12
H 4.8480 0.2970 1.9094 -0.1 0.2 0.0 0.11
H 3.2032 0.8118 2.2983 0.1 0.1 0.0 0.11
H 3.7850 -1.6760 0.9026 0.0 0.0 0.1 0.10
H 1.6341 -0.8238 2.6736 0.0 -0.1 0.0 0.12
H 1.9448 -2.4908 2.1546 -0.2 0.1 0.0 0.13
H 1.2376 -0.1602 0.3157 -0.1 -0.2 0.0 0.13
H -1.4663 -2.9224 -0.5443 0.1 0.1 0.0 0.16
H -0.3751 -0.2923 -1.6014 0.1 0.1 -0.1 0.12
H -1.5192 -1.3505 -2.4260 0.0 0.1 -0.1 0.14
H -2.2404 0.9531 -2.7272 0.0 0.0 -0.1 0.09
H -3.2990 1.7399 -1.5747 -0.1 0.1 0.0 0.06
H -1.5551 1.8159 -1.3484 0.1 0.1 0.0 0.07
H -3.9470 -0.9634 -2.1171 0.0 -0.1 -0.1 0.12
H -3.6553 -1.8510 -0.6168 0.0 -0.1 0.0 0.12
H -5.0667 0.8417 -0.8701 -0.1 0.0 -0.1 0.10
H -5.7991 -0.7022 -0.4760 0.0 0.1 0.0 0.11
H -5.4265 0.6849 1.5580 -0.1 0.0 0.1 0.12
H -4.5595 -0.8528 1.6097 0.0 0.0 0.1 0.12
H -3.0506 0.7537 2.4289 0.0 0.0 -0.1 0.13
H -3.9064 2.5773 0.1654 0.0 0.1 -0.1 0.06
H -2.3934 2.8030 1.0447 0.1 0.1 0.0 0.07
H -3.9341 2.8273 1.8994 -0.1 0.1 0.1 0.08
H -1.2005 -0.3638 2.3860 -0.1 0.1 0.2 0.12
H -0.3806 -2.4354 1.5266 0.0 0.0 -0.1 0.16
```
Forces are in eV/Å.

LUMO level: 0.0260 hartree
SMILES: CCN(CC)CCNC[C@H]1C(=O)O[C@@H]2C[C@@]3(C)CCC[C@H](C)C3=C[C@@H]21

no.,HOMO (hartree)
1,-0.43103
2,-0.33922
3,-0.33673
4,-0.37042
5,-0.29889